Entry from OMol25: 4 unconnected molecules or ions with the total composition C3H11NO3 (wB97M-V/def2-TZVPD).

Last column: Löwdin charge in e.
Element x y z (Å)
1 C -0.2738 -2.3696 2.3281  0.033
2 C 0.1504 -2.3135 1.0698  -0.239
3 N -0.3846 -1.4806 0.0696  -0.053
4 C 0.0419 -1.5909 -1.1213  0.007
5 H -1.1718 -1.7847 2.4993  0.056
6 H 0.1011 -2.9714 3.1407  0.055
7 H 0.9995 -2.9182 0.7391  0.105
8 H 0.3196 -0.7264 -1.7348  0.089
9 H 0.1690 -2.5609 -1.6185  0.086
10 O -1.5440 0.9324 0.6786  -0.078
11 H -1.3090 -0.0139 0.5215  0.001
12 H -2.5003 0.9699 0.6767  0.046
13 O 2.4393 2.4629 -2.0777  -0.083
14 H 1.5043 2.4607 -1.8402  -0.017
15 H 2.7437 3.2549 -1.6106  0.033
16 O -0.0622 2.8406 -0.5196  -0.071
17 H -0.4714 3.6252 -0.8817  0.037
18 H -0.7518 2.1834 -0.3190  -0.006

Results
* multiplicity: 1
* gap between HOMO and LUMO: 8.91 eV
* ΔE to the lowest compared entry with this formula, charge and spin: 68.1 kcal per mole
* total energy: -401.30449 Ha
* E_HOMO: -9.151 eV

---

Entry from OMol25: 2 unconnected molecules or ions with the total composition C3H11NO3 (wB97M-V/def2-TZVPD).

Last column: Löwdin charge in e.
Element x y z (Å)
1 O -2.1043 -1.9942 0.2190  -0.077
2 C -0.7923 -1.7257 -0.3041  -0.223
3 C -0.6870 -0.3691 -0.9835  -0.191
4 N 0.0539 0.6562 -0.2498  -0.063
5 C -0.6188 1.3683 0.7887  -0.252
6 O -0.0829 0.9712 2.1051  -0.090
7 H -2.4419 -1.1728 0.5859  0.063
8 H -0.0780 -1.7135 0.5271  0.113
9 H -0.5800 -2.6005 -0.9129  0.114
10 H -0.1223 -0.4307 -1.9167  0.116
11 H -1.6246 0.0551 -1.2220  0.106
12 H 0.9879 0.4565 0.0755  0.100
13 H -0.3045 2.4075 0.7701  0.113
14 H -1.6629 1.0999 0.8148  0.114
15 H -0.7789 1.1696 2.7394  0.068
16 O 3.7411 0.6386 -1.3574  -0.047
17 H 2.8198 0.5664 -1.1213  -0.003
18 H 4.2756 0.6170 -0.5581  0.038

Results
* multiplicity: 1
* gap between HOMO and LUMO: 9.97 eV
* ΔE to the lowest compared entry with this formula, charge and spin: 55.9 kcal per mole
* total energy: -401.32396 Ha
* E_HOMO: -9.336 eV

---

Entry from OMol25: 2 unconnected molecules or ions with the total composition C3H11NO3 (wB97M-V/def2-TZVPD).

Last column: Löwdin charge in e.
Element x y z (Å)
1 O 0.1862 -0.3206 -1.1221  -0.071
2 C -1.0813 -0.7973 -0.6731  -0.253
3 C -1.0744 -1.3018 0.7716  -0.226
4 N -0.8344 -0.2680 1.7550  -0.045
5 C 0.3503 -0.3674 2.5656  -0.309
6 O 1.4974 0.2571 2.0191  -0.042
7 H 0.7941 -1.0652 -1.0608  0.080
8 H -1.4334 -1.5605 -1.3706  0.113
9 H -1.7470 0.0544 -0.7189  0.112
10 H -0.3307 -2.1073 0.8515  0.117
11 H -2.0438 -1.7731 0.9146  0.105
12 H -0.8811 0.6541 1.3311  0.117
13 H 0.5154 -1.4286 2.7920  0.120
14 H 0.1671 0.0782 3.5328  0.109
15 H 1.9420 -0.3789 1.4534  0.074
16 O 0.6931 2.4383 -4.2584  -0.059
17 H -0.1146 2.9265 -4.0797  0.029
18 H 0.3959 1.5810 -4.5741  0.029

Results
* multiplicity: 1
* gap between HOMO and LUMO: 9.71 eV
* ΔE to the lowest compared entry with this formula, charge and spin: 44.6 kcal per mole
* total energy: -401.34203 Ha
* E_HOMO: -9.048 eV

---

Entry from OMol25: 3 unconnected molecules or ions with the total composition C3H11NO3 (wB97M-V/def2-TZVPD).

Last column: Löwdin charge in e.
Element x y z (Å)
1 C -3.5469 1.1421 -1.2979  -0.043
2 N -2.3653 1.9732 -1.4575  -0.186
3 C -2.1119 2.5547 -2.7569  -0.074
4 C -1.3658 1.8658 -0.5424  -0.334
5 O -1.5259 1.2457 0.4943  0.004
6 H -3.9612 0.7968 -2.2373  0.084
7 H -4.2914 1.7054 -0.7397  0.094
8 H -3.3094 0.2786 -0.7236  0.072
9 H -2.3928 3.5932 -2.8172  0.079
10 H -2.6126 1.9918 -3.5453  0.081
11 H -1.0847 2.4356 -3.1303  0.089
12 H -0.4264 2.3892 -0.7549  0.135
13 O 4.0193 -4.5926 0.9321  -0.064
14 H 3.7683 -3.6689 0.7685  0.036
15 H 3.7553 -4.9485 0.0739  0.036
16 O 4.9847 -2.6350 4.0086  -0.050
17 H 4.5254 -2.8589 3.1992  0.013
18 H 4.7503 -1.7679 4.3398  0.030

Results
* multiplicity: 1
* gap between HOMO and LUMO: 10.15 eV
* ΔE to the lowest compared entry with this formula, charge and spin: 35.4 kcal per mole
* total energy: -401.35666 Ha
* E_HOMO: -9.513 eV

---

Entry from OMol25: 3 unconnected molecules or ions with the total composition C3H11NO3 (wB97M-V/def2-TZVPD).

Last column: Löwdin charge in e.
Element x y z (Å)
1 C 1.6085 1.0034 0.4419  -0.072
2 N 0.7787 -0.0826 0.9421  0.015
3 C -0.5755 -0.0723 1.1230  -0.547
4 C -1.3105 1.1741 0.7074  -0.002
5 O -1.1293 -1.0495 1.6069  0.023
6 H 2.1604 1.5005 1.2421  0.083
7 H 2.3144 0.5994 -0.2812  0.086
8 H 0.9911 1.7393 -0.0479  0.070
9 H 1.2009 -0.9427 1.2523  0.143
10 H -2.3217 1.1360 1.0977  0.083
11 H -1.4275 1.3137 -0.3636  0.084
12 H -0.9171 2.1037 1.1055  0.081
13 O 0.3234 0.0421 -2.3576  -0.078
14 H -0.3124 -0.1587 -3.0580  0.041
15 H 0.2956 -0.7152 -1.7390  -0.001
16 O -0.3211 -2.4154 -0.8457  -0.053
17 H -0.4480 -2.0038 0.0206  -0.008
18 H -0.9099 -3.1720 -0.8465  0.053

Results
* multiplicity: 1
* gap between HOMO and LUMO: 10.70 eV
* ΔE to the lowest compared entry with this formula, charge and spin: 8.6 kcal per mole
* total energy: -401.39939 Ha
* E_HOMO: -9.892 eV

---

Entry from OMol25: 3 unconnected molecules or ions with the total composition C3H11NO3 (wB97M-V/def2-TZVPD).

Last column: Löwdin charge in e.
Element x y z (Å)
1 C 0.2818 -1.2195 0.0922  -0.096
2 C -0.3201 0.1298 0.4078  -0.098
3 C -1.9048 0.1602 0.0279  -0.502
4 N -2.0159 0.0754 -1.4410  0.132
5 O -2.5414 -0.6983 0.6947  0.113
6 H 1.2886 -1.2796 0.5266  0.094
7 H -0.3619 -2.0407 0.4040  0.088
8 H 0.4464 -1.2847 -0.9855  0.076
9 H 0.1698 0.9087 -0.1817  0.110
10 H -0.2255 0.3579 1.4626  0.110
11 H -2.3756 -0.8530 -1.6404  0.101
12 H -2.6132 0.8011 -1.8222  0.097
13 H 2.8033 1.3456 2.0089  0.018
14 H 2.1983 0.6818 0.6561  -0.035
15 O 2.0442 0.8844 1.6514  -0.141
16 H -2.1320 1.2265 0.2957  0.208
17 H 3.0039 0.5550 -1.3403  -0.021
18 O 2.2541 0.2493 -0.8169  -0.254

Results
* multiplicity: 1
* gap between HOMO and LUMO: 4.11 eV
* ΔE to the lowest compared entry with this formula, charge and spin: 185.7 kcal per mole
* total energy: -401.11705 Ha
* E_HOMO: -8.768 eV